w:
The following is a DFT calculation (ωB97M-V/def2-TZVPD) of one molecule with the formula C19H21N3O4S.

spin multiplicity	1
E_HOMO	-8.5	eV
orbital gap	8.6047	eV
structure (SMILES)	COCCNS(=O)(=O)c1cc(-c2nn(C)c(=O)c3ccccc23)ccc1C

Last column: Löwdin charge in e.
Geometry (Å):
C (-4.938, -2.913, 1.297)  -0.10
O (-4.927, -3.031, -0.107)  -0.18
C (-4.571, -1.855, -0.788)  -0.22
C (-3.067, -1.538, -0.725)  -0.22
N (-2.710, -0.369, -1.497)  -0.14
S (-2.997, 1.122, -0.778)  0.67
O (-3.287, 2.044, -1.839)  -0.28
O (-3.958, 0.987, 0.284)  -0.28
C (-1.406, 1.527, -0.056)  -0.21
C (-0.333, 0.687, -0.249)  0.00
C (0.904, 0.991, 0.317)  -0.16
C (2.039, 0.078, 0.117)  -0.17
N (1.772, -1.184, 0.243)  0.16
N (2.724, -2.099, 0.135)  -0.10
C (2.297, -3.471, 0.295)  -0.01
C (4.068, -1.845, -0.066)  -0.38
O (4.872, -2.759, -0.087)  0.07
C (4.385, -0.430, -0.265)  -0.06
C (5.698, -0.057, -0.556)  0.00
C (6.002, 1.261, -0.804)  -0.06
C (4.991, 2.221, -0.792)  -0.06
C (3.692, 1.871, -0.501)  -0.02
C (3.369, 0.541, -0.201)  -0.09
C (1.015, 2.137, 1.100)  -0.02
C (-0.070, 2.976, 1.276)  -0.02
C (-1.302, 2.695, 0.693)  -0.24
C (-2.477, 3.597, 0.857)  -0.04
H (-5.502, -2.029, 1.613)  0.09
H (-3.925, -2.853, 1.710)  0.08
H (-5.424, -3.812, 1.673)  0.09
H (-5.124, -0.991, -0.395)  0.11
H (-4.860, -2.024, -1.830)  0.13
H (-2.492, -2.396, -1.088)  0.13
H (-2.774, -1.323, 0.304)  0.11
H (-3.068, -0.373, -2.440)  0.11
H (-0.447, -0.203, -0.845)  0.11
H (2.435, -4.014, -0.641)  0.09
H (1.249, -3.467, 0.579)  0.09
H (2.904, -3.954, 1.062)  0.09
H (6.450, -0.831, -0.587)  0.12
H (7.018, 1.553, -1.025)  0.11
H (5.229, 3.250, -1.019)  0.11
H (2.912, 2.617, -0.521)  0.11
H (1.949, 2.362, 1.595)  0.12
H (0.037, 3.864, 1.881)  0.12
H (-3.276, 3.072, 1.377)  0.08
H (-2.866, 3.875, -0.121)  0.08
H (-2.210, 4.493, 1.413)  0.08


x:
The following is a DFT calculation (ωB97M-V/def2-TZVPD) of one molecule with the formula C19H21N3O4S.

spin multiplicity	1
E_HOMO	-8.9	eV
orbital gap	9.4848	eV
structure (SMILES)	CN(CC(=O)NCc1ccccc1)S(=O)(=O)c1ccc2c(c1)CCC(=O)N2

Last column: Löwdin charge in e.
Geometry (Å):
C (-1.730, -1.497, 3.557)  -0.08
N (-1.407, -0.099, 3.422)  -0.28
C (-2.480, 0.860, 3.276)  -0.10
C (-2.900, 1.068, 1.815)  -0.50
O (-3.812, 0.447, 1.300)  0.05
N (-2.162, 1.997, 1.184)  0.08
C (-2.357, 2.334, -0.209)  -0.11
C (-1.234, 1.890, -1.114)  -0.21
C (0.096, 2.081, -0.756)  -0.04
C (1.112, 1.714, -1.622)  -0.08
C (0.814, 1.161, -2.855)  -0.10
C (-0.507, 0.960, -3.214)  -0.08
C (-1.524, 1.320, -2.346)  -0.05
S (0.113, 0.265, 2.886)  0.68
O (1.058, -0.321, 3.789)  -0.27
O (0.161, 1.695, 2.706)  -0.30
C (0.378, -0.523, 1.291)  -0.26
C (-0.641, -0.880, 0.431)  -0.05
C (-0.328, -1.438, -0.796)  0.01
C (1.000, -1.623, -1.161)  -0.19
C (2.030, -1.292, -0.271)  -0.15
C (1.702, -0.737, 0.951)  -0.01
C (3.439, -1.595, -0.688)  -0.11
C (3.605, -1.351, -2.184)  -0.08
C (2.552, -2.069, -2.999)  -0.47
O (2.732, -2.512, -4.109)  0.08
N (1.325, -2.152, -2.398)  0.16
H (-0.788, -2.036, 3.619)  0.09
H (-2.292, -1.658, 4.479)  0.10
H (-2.316, -1.874, 2.713)  0.09
H (-3.340, 0.495, 3.841)  0.14
H (-2.136, 1.806, 3.700)  0.12
H (-1.325, 2.329, 1.649)  0.10
H (-3.296, 1.866, -0.518)  0.12
H (-2.467, 3.423, -0.288)  0.14
H (0.345, 2.515, 0.201)  0.11
H (2.140, 1.876, -1.331)  0.11
H (1.603, 0.891, -3.542)  0.10
H (-0.746, 0.526, -4.174)  0.11
H (-2.554, 1.164, -2.631)  0.11
H (-1.674, -0.731, 0.695)  0.10
H (-1.117, -1.716, -1.478)  0.12
H (2.466, -0.471, 1.665)  0.13
H (4.144, -0.986, -0.121)  0.12
H (3.652, -2.645, -0.465)  0.13
H (4.588, -1.667, -2.534)  0.13
H (3.501, -0.283, -2.399)  0.12
H (0.575, -2.527, -2.965)  0.16


Which is more stable than every other structure shown? x is more stable than every other one.